The following is a DFT calculation (wB97M-V/def2-TZVPD) of a molecular structure, C38H43Cl3N7NiS.

Output
- Total charge: +1
- 2S+1: 3
- Total energy: -5144.06955 a.u.
- ΔE to the lowest compared entry with this formula, charge and spin: 0.000 eV

Last column: Löwdin spin population.
Positions of all 93 atoms, in Å:
1 Ni 0.3095 0.0447 -0.1045  1.74
2 C -1.6108 1.0751 3.1249  0.00
3 C -2.1426 2.0521 2.1195  0.00
4 C -2.6072 3.2883 2.5590  0.00
5 C -3.1128 4.2278 1.6783  0.00
6 C -3.1813 3.9308 0.3293  0.00
7 C -2.7490 2.7007 -0.1576  0.00
8 C -2.9293 2.4210 -1.6273  0.00
9 C -2.2146 1.7770 0.7496  0.00
10 N -1.7129 0.5424 0.1981  0.04
11 C -2.5515 -0.3185 -0.2201  0.00
12 C -4.0185 -0.2814 0.0581  0.00
13 C -2.0132 -1.4237 -1.1063  0.00
14 C -3.0208 -2.2528 -1.8381  0.00
15 N -0.7452 -1.5062 -1.2356  0.03
16 C -0.1877 -2.5425 -2.0812  0.00
17 C -0.2891 -3.8996 -1.7411  0.00
18 C -1.0431 -4.4525 -0.5652  0.00
19 C 0.3467 -4.8319 -2.5630  0.00
20 C 1.0271 -4.4541 -3.7004  0.00
21 C 1.0832 -3.1135 -4.0425  0.00
22 C 0.4966 -2.1449 -3.2426  0.00
23 C 0.6319 -0.7061 -3.6319  0.00
24 H -1.2966 1.6081 4.0227  0.00
25 H -0.7610 0.5216 2.7386  0.00
26 H -2.3758 0.3459 3.4028  0.00
27 H -2.5517 3.5139 3.6173  0.00
28 H -3.4563 5.1871 2.0434  0.00
29 H -3.5876 4.6554 -0.3672  0.00
30 H -2.6849 3.3086 -2.2111  0.00
31 H -3.9732 2.1819 -1.8473  0.00
32 H -2.3183 1.5969 -1.9938  0.00
33 H -4.2349 0.4017 0.8757  0.00
34 H -4.3678 -1.2793 0.3215  0.00
35 H -4.5776 0.0461 -0.8215  0.00
36 H -3.7735 -1.6007 -2.2830  0.00
37 H -3.5411 -2.9220 -1.1507  0.00
38 H -2.5550 -2.8486 -2.6172  0.00
39 H -1.4484 -3.7037 0.1013  0.00
40 H -0.3859 -5.0834 0.0353  0.00
41 H -1.8636 -5.0821 -0.9186  0.00
42 H 0.2865 -5.8792 -2.2910  0.00
43 H 1.5042 -5.1980 -4.3253  0.00
44 H 1.6016 -2.8040 -4.9423  0.00
45 H 1.0341 -0.6271 -4.6415  0.00
46 H 1.3196 -0.1900 -2.9630  0.00
47 H -0.3240 -0.1802 -3.6038  0.00
48 C 2.8136 -2.0624 -0.4431  0.00
49 N 2.1305 -0.9158 0.1840  0.04
50 C 2.7947 -0.3279 1.1302  0.00
51 C 2.2993 0.8552 1.7188  0.00
52 C 2.8746 1.7804 2.5959  0.00
53 C 2.0190 2.8813 2.5999  0.00
54 C 0.9723 2.5742 1.7235  0.01
55 N 1.1243 1.3478 1.2029  0.06
56 C 3.1325 -3.1770 0.5236  0.00
57 C 2.1089 -3.7928 1.2399  0.00
58 C 2.3911 -4.8113 2.1366  0.00
59 C 3.7018 -5.2372 2.3212  0.00
60 C 4.7250 -4.6339 1.6068  0.00
61 C 4.4401 -3.6064 0.7147  0.00
62 H 3.7422 -1.7124 -0.9044  0.00
63 H 2.1904 -2.4383 -1.2449  0.00
64 H 3.7574 -0.7283 1.4527  0.00
65 H 3.8055 1.6684 3.1312  0.00
66 H 2.1389 3.7991 3.1537  0.00
67 H 0.1244 3.1932 1.4646  0.00
68 H 1.0842 -3.4600 1.1102  0.00
69 H 1.5823 -5.2778 2.6880  0.00
70 H 3.9217 -6.0374 3.0167  0.00
71 H 5.7484 -4.9592 1.7439  0.00
72 H 5.2445 -3.1337 0.1615  0.00
73 S -1.0082 -2.0907 2.0632  0.02
74 C -0.2453 -2.0249 3.5724  0.00
75 N 1.0589 -1.7461 3.6505  0.00
76 C 1.8348 -1.7109 4.8845  0.00
77 C 1.1554 -2.5767 5.9317  0.00
78 C -0.3076 -2.1804 6.0370  0.00
79 N -0.9166 -2.2318 4.7123  0.00
80 H 1.5232 -1.6120 2.7665  0.00
81 H 1.9282 -0.6801 5.2375  0.00
82 H 2.8350 -2.0800 4.6604  0.00
83 H 1.6469 -2.4532 6.8953  0.00
84 H 1.2309 -3.6279 5.6467  0.00
85 H -0.3988 -1.1729 6.4533  0.00
86 H -0.8544 -2.8601 6.6879  0.00
87 H -1.8909 -2.4524 4.6058  0.00
88 Cl 2.0685 3.7197 -3.8652  0.00
89 C 0.4215 3.5299 -3.2644  0.00
90 Cl -0.1201 4.9831 -2.4215  0.00
91 Cl -0.6770 3.1147 -4.5843  0.00
92 C 0.4175 2.4236 -2.2983  0.00
93 N 0.4150 1.5741 -1.5385  0.03

Atomic forces in eV per Å
Ni -0.3 -0.2 0.4
C 0.0 0.0 0.0
C 0.0 0.1 0.0
C 0.0 0.0 0.0
C 0.0 0.0 0.0
C 0.0 0.0 0.0
C 0.0 0.1 0.1
C 0.0 0.0 -0.1
C 0.0 -0.1 0.0
N -0.1 0.1 -0.1
C 0.1 -0.1 -0.1
C 0.0 0.0 0.0
C 0.0 0.1 0.1
C 0.0 0.0 0.0
N 0.0 -0.1 -0.2
C 0.0 0.0 0.1
C 0.1 0.1 -0.1
C 0.0 0.0 0.0
C 0.0 0.0 0.0
C 0.0 -0.1 0.0
C 0.0 0.0 0.0
C 0.0 -0.1 0.1
C 0.0 0.1 -0.1
H 0.0 0.0 0.0
H 0.0 0.0 0.0
H 0.0 0.0 0.0
H 0.0 0.0 0.0
H 0.0 0.0 0.0
H 0.0 0.0 0.0
H 0.0 0.0 0.0
H 0.0 0.0 0.0
H 0.0 0.0 0.0
H 0.0 0.0 0.0
H 0.0 0.0 0.0
H 0.0 0.0 0.0
H 0.0 0.0 0.0
H 0.0 0.0 0.0
H 0.0 0.0 0.0
H 0.0 0.1 0.0
H 0.0 0.0 0.0
H 0.0 0.0 0.0
H 0.0 0.0 0.0
H 0.0 0.0 0.0
H 0.0 0.0 0.0
H 0.0 0.0 0.0
H 0.0 0.0 0.0
H 0.0 0.0 0.0
C 0.1 0.0 0.1
N 0.2 0.0 -0.1
C 0.0 0.1 -0.1
C 0.0 0.0 -0.1
C 0.0 0.0 0.0
C 0.1 0.0 0.1
C -0.1 0.0 0.0
N 0.1 0.1 0.1
C 0.0 0.0 0.0
C 0.0 0.0 0.0
C 0.0 0.0 0.0
C 0.0 0.0 0.0
C 0.0 0.0 0.0
C 0.0 0.0 0.0
H 0.0 0.0 0.0
H -0.2 -0.1 -0.1
H 0.0 0.0 0.0
H 0.0 0.0 0.0
H 0.0 0.0 0.0
H 0.0 0.0 0.0
H 0.0 0.0 0.0
H 0.0 0.0 0.0
H 0.0 0.0 0.0
H 0.0 0.0 0.0
H 0.0 0.0 0.0
S 0.0 -0.1 -0.1
C 0.3 0.1 0.0
N -0.1 0.0 0.1
C 0.0 0.0 0.0
C 0.0 0.0 0.0
C 0.0 0.0 0.0
N 0.0 0.0 0.0
H 0.0 0.0 0.0
H 0.0 0.0 0.0
H 0.0 0.0 0.0
H 0.0 0.0 0.0
H 0.0 0.0 0.0
H 0.0 0.0 0.0
H 0.0 0.0 0.0
H 0.0 0.0 0.0
Cl 0.0 0.0 0.0
C 0.1 0.0 0.1
Cl 0.0 0.0 0.0
Cl 0.0 0.0 0.0
C 0.0 0.3 0.0
N 0.0 -0.3 -0.1


The following is a DFT calculation (wB97M-V/def2-TZVPD) of a molecular structure, C38H44AsBrMnN3OSb.

Output
- Total charge: +2
- 2S+1: 4
- Total energy: -7914.28967 a.u.
- ΔE to the lowest compared entry with this formula, charge and spin: 0.000 eV

Last column: Löwdin spin population.
Positions of all 90 atoms, in Å:
1 Mn 0.5931 -0.0637 0.0260  2.95
2 Br 4.2313 1.0566 7.3838  0.00
3 C 2.3760 0.7834 7.1895  0.00
4 C 1.7922 -0.3566 7.7226  0.00
5 C 0.4228 -0.5279 7.6102  0.00
6 C -0.3429 0.3986 6.9130  0.00
7 C 0.2464 1.5486 6.3961  0.00
8 C 1.6089 1.7477 6.5480  0.00
9 N -1.7639 0.1754 6.9183  0.00
10 N -2.4757 0.3923 5.9316  0.00
11 C -1.9238 0.7065 4.6506  0.00
12 C -2.3510 1.8289 4.0037  0.00
13 C -1.8884 2.1566 2.7143  0.01
14 C -1.0320 1.3139 2.0692  0.00
15 O -0.4734 1.4776 0.8132  0.02
16 C -0.7030 0.0585 2.6411  0.00
17 N -0.0182 -0.8432 1.8648  0.00
18 C 0.2713 -2.0186 2.3935  0.01
19 C -0.0902 -2.3982 3.6880  0.00
20 C -0.8008 -1.5206 4.4582  0.01
21 C -1.1262 -0.2452 3.9498  0.00
22 H 2.3963 -1.0817 8.2493  0.00
23 H -0.0635 -1.3823 8.0639  0.00
24 H -0.3558 2.3157 5.9306  0.00
25 H 2.0703 2.6611 6.1975  0.00
26 H -3.0396 2.4957 4.5057  0.00
27 H -2.2449 3.0599 2.2524  0.00
28 H 0.7834 -2.7277 1.7591  0.00
29 H 0.1659 -3.3843 4.0462  0.00
30 H -1.1399 -1.8127 5.4414  0.00
31 C 0.2963 -3.9046 -1.1786  0.00
32 Sb 1.7113 -2.3477 -0.8621  -0.03
33 C 2.8371 -2.5114 -2.6553  -0.01
34 C 3.0664 -3.4348 0.3723  -0.01
35 H 0.7894 -4.6762 -1.7676  0.00
36 H -0.5810 -3.5467 -1.7132  0.00
37 H -0.0194 -4.3286 -0.2271  0.00
38 H 3.6189 -3.2461 -2.4703  0.00
39 H 3.2814 -1.5651 -2.9555  0.00
40 H 2.1878 -2.8684 -3.4489  0.00
41 H 3.0508 -4.4653 0.0201  0.00
42 H 2.8010 -3.4126 1.4268  0.00
43 H 4.0688 -3.0325 0.2498  0.00
44 C 2.1782 -0.2686 -6.0667  -0.01
45 C 1.1744 -1.2044 -5.8578  0.00
46 C 0.4304 -1.1620 -4.6908  -0.01
47 C 0.6765 -0.1721 -3.7360  0.00
48 C 1.6828 0.7707 -3.9592  -0.01
49 C 2.4344 0.7169 -5.1166  0.00
50 C -0.2060 -0.1028 -2.5822  -0.02
51 C -0.2993 0.8990 -1.6855  -0.02
52 C -0.7280 2.1266 -1.4166  0.03
53 C -0.3959 2.6950 -0.0587  0.01
54 C -1.1703 3.9027 0.3328  0.01
55 C -2.0002 4.4909 -0.5302  0.00
56 C -2.2520 3.9599 -1.8660  0.02
57 C -1.6384 2.8530 -2.2949  -0.01
58 H 2.7601 -0.2995 -6.9780  0.00
59 H 0.9733 -1.9618 -6.6027  0.00
60 H -0.3604 -1.8851 -4.5239  0.00
61 H 1.8681 1.5391 -3.2205  0.00
62 H 3.2157 1.4441 -5.2908  0.00
63 H -0.9096 -0.9306 -2.4806  0.00
64 H 0.6700 2.9419 -0.0033  0.00
65 H -0.9186 4.3824 1.2682  0.00
66 H -2.4801 5.4207 -0.2539  0.00
67 H -2.9399 4.4891 -2.5104  0.00
68 H -1.8266 2.4417 -3.2773  0.00
69 C 3.6304 3.0106 -1.1575  0.00
70 C 3.4507 2.8424 0.3443  0.01
71 As 2.8363 1.0572 0.8308  0.03
72 C 2.6758 1.1712 2.7813  0.00
73 C 3.8183 1.8541 3.5221  0.00
74 C 4.4080 -0.0656 0.4999  0.01
75 C 5.7893 0.5396 0.7279  0.00
76 H 3.9751 4.0166 -1.3943  0.00
77 H 2.6897 2.8504 -1.6872  0.00
78 H 4.3642 2.3086 -1.5580  0.00
79 H 2.7267 3.5583 0.7397  0.00
80 H 4.3862 3.0096 0.8784  0.00
81 H 2.5412 0.1442 3.1334  0.00
82 H 1.7320 1.6907 2.9724  0.00
83 H 4.7670 1.3403 3.3776  0.00
84 H 3.6164 1.8515 4.5933  0.00
85 H 3.9424 2.8924 3.2143  0.00
86 H 4.3162 -0.3900 -0.5415  0.00
87 H 4.2576 -0.9528 1.1184  0.00
88 H 5.9034 1.5055 0.2368  0.00
89 H 6.5490 -0.1221 0.3113  0.00
90 H 6.0161 0.6676 1.7840  0.00

Atomic forces in eV per Å
Mn -0.2 -0.2 0.0
Br 0.0 0.0 0.0
C 0.0 0.0 0.0
C 0.0 0.0 0.0
C 0.0 -0.1 0.0
C -0.1 0.0 0.0
C 0.0 0.0 0.0
C 0.0 0.0 0.0
N 0.0 0.2 0.0
N 0.2 -0.2 0.1
C 0.0 0.0 -0.2
C 0.0 0.0 0.1
C 0.0 -0.1 0.0
C 0.0 0.0 0.1
O 0.0 0.0 -0.1
C 0.0 0.1 0.0
N 0.2 0.1 0.1
C -0.1 -0.1 -0.1
C 0.0 0.0 0.0
C 0.0 0.0 0.0
C -0.1 -0.1 0.0
H 0.0 0.0 0.0
H 0.0 0.0 0.0
H 0.0 0.0 0.0
H 0.0 0.0 0.0
H 0.0 0.0 0.0
H 0.0 0.0 0.0
H 0.0 0.0 0.0
H 0.0 0.0 0.0
H 0.0 0.0 0.0
C 0.0 0.0 0.0
Sb 0.0 -0.1 -0.1
C 0.0 0.1 0.0
C -0.1 0.0 0.1
H 0.0 0.0 0.0
H 0.0 0.0 0.0
H 0.0 0.0 0.0
H 0.0 0.0 0.0
H 0.0 0.0 0.0
H 0.0 0.0 0.0
H 0.0 0.0 0.0
H 0.0 0.0 0.0
H 0.0 0.0 0.0
C 0.0 0.0 0.0
C 0.0 0.0 0.0
C 0.0 0.0 0.0
C 0.1 0.0 0.0
C 0.0 0.0 0.0
C 0.0 0.0 0.0
C -0.1 -0.1 0.3
C 0.0 0.4 -0.5
C -0.1 -0.1 0.2
C 0.0 0.0 0.0
C 0.0 0.0 0.0
C 0.0 0.0 0.0
C 0.0 0.0 0.0
C 0.0 0.0 0.0
H 0.0 0.0 0.0
H 0.0 0.0 0.0
H 0.0 0.0 0.0
H 0.0 0.0 0.0
H 0.0 0.0 0.0
H 0.0 0.0 0.0
H 0.0 0.0 0.0
H 0.0 0.0 0.0
H 0.0 0.0 0.0
H 0.0 0.0 0.0
H 0.0 0.0 0.0
C 0.0 0.0 0.0
C 0.0 0.0 0.0
As 0.2 0.0 0.1
C 0.0 0.0 0.0
C 0.0 0.0 0.0
C 0.0 0.0 -0.1
C 0.0 0.0 0.0
H 0.0 0.0 0.0
H 0.0 0.0 0.0
H 0.0 0.0 0.0
H 0.0 0.0 0.0
H 0.0 0.0 0.0
H 0.0 0.0 0.0
H 0.0 0.0 0.0
H 0.0 0.0 0.0
H 0.0 0.0 0.0
H 0.0 0.0 0.0
H 0.0 0.0 0.0
H 0.0 0.0 0.0
H 0.0 0.0 0.0
H 0.0 0.0 0.0
H 0.0 0.0 0.0